# 1
This record from the Open Molecules 2025 dataset describes a structure of composition C39H61BN9O3SSeSiV. The level of theory is the ωB97M-V functional and the def2-TZVPD basis.

Output
Kohn-Sham gap (alpha / beta), eV: 7.4177 / 7.4098
LUMO level (alpha / beta), eV: 1.865 / 1.773
F_max, eV/A: 0.5
Expectation value of S²: 3.758
Calculated total energy, eV: -171419.772

Structure (ORCA input):
```
! wB97M-V def2-TZVPD RIJCOSX def2/J DEFGRID3
* xyz -1 4
V 1.22 -0.01 -0.83
C 2.70 -3.73 0.27
C 2.05 -3.44 -1.09
C 2.24 -4.60 -2.06
C 0.59 -3.11 -0.92
C -0.50 -3.96 -0.76
C -1.62 -3.15 -0.67
C -3.03 -3.66 -0.58
C -3.83 -3.16 0.61
C -3.77 -3.46 -1.90
N -1.19 -1.86 -0.76
N 0.16 -1.86 -0.92
B -1.91 -0.49 -0.84
N -1.45 0.48 0.30
N -0.35 1.25 0.01
C -0.45 2.36 0.72
C -1.60 2.31 1.52
C -2.21 1.12 1.22
C -3.44 0.53 1.84
C -4.33 1.61 2.45
C -3.04 -0.51 2.90
C 0.48 3.54 0.58
C 1.49 3.37 -0.55
C 1.17 3.91 1.90
N -1.55 0.20 -2.19
N -0.26 0.21 -2.66
C -0.28 0.80 -3.84
C -1.57 1.25 -4.13
C -2.36 0.85 -3.07
C -3.81 1.21 -2.91
C -4.81 0.05 -2.95
C -4.05 2.10 -1.68
C 0.94 0.94 -4.71
C 1.85 -0.29 -4.63
C 1.70 2.23 -4.41
H 3.72 -4.08 0.12
H 2.74 -2.84 0.88
H 2.14 -4.50 0.80
H 2.53 -2.55 -1.50
H 1.86 -5.53 -1.63
H 1.71 -4.42 -3.00
H 3.30 -4.74 -2.28
H -0.51 -5.04 -0.74
H -2.90 -4.74 -0.44
H -4.06 -2.10 0.52
H -4.77 -3.70 0.68
H -3.29 -3.31 1.55
H -3.87 -2.41 -2.14
H -3.24 -3.94 -2.72
H -4.77 -3.90 -1.84
H -3.08 -0.66 -0.78
H -1.94 3.07 2.21
H -4.01 0.02 1.05
H -3.83 2.08 3.30
H -4.59 2.38 1.72
H -5.25 1.16 2.83
H -2.50 -0.04 3.72
H -3.92 -0.99 3.34
H -2.40 -1.28 2.47
H -0.17 4.38 0.32
H 2.22 2.59 -0.33
H 0.98 3.12 -1.49
H 2.05 4.30 -0.70
H 1.87 3.13 2.20
H 1.72 4.84 1.79
H 0.45 4.03 2.71
H -1.90 1.78 -5.01
H -4.01 1.83 -3.79
H -4.85 -0.48 -2.00
H -5.81 0.44 -3.16
H -4.55 -0.66 -3.74
H -3.89 1.54 -0.76
H -3.39 2.96 -1.67
H -5.09 2.45 -1.67
H 0.56 1.00 -5.74
H 2.33 -0.36 -3.65
H 1.28 -1.20 -4.80
H 2.64 -0.23 -5.38
H 2.13 2.18 -3.40
H 2.51 2.38 -5.12
H 1.03 3.09 -4.45
O -3.09 -0.13 8.53
S -2.60 -0.91 7.41
O -3.31 -0.69 6.16
O -2.28 -2.30 7.70
C -0.94 -0.22 7.07
N -0.26 0.40 8.03
C 0.93 0.87 7.70
C 1.47 0.76 6.43
C 0.70 0.07 5.50
N -0.49 -0.42 5.83
C 1.09 -0.13 4.08
C 2.05 0.63 3.43
C 2.22 0.48 2.07
N 1.54 -0.40 1.33
C 0.66 -1.18 1.98
C 0.40 -1.08 3.33
H 1.48 1.37 8.49
H 2.44 1.18 6.19
H 2.62 1.38 3.95
H 2.93 1.09 1.52
H 0.11 -1.90 1.38
H -0.35 -1.68 3.80
C 5.20 0.83 -4.14
Si 5.35 1.10 -2.29
C 7.03 0.44 -1.77
C 5.31 2.96 -1.98
Se 3.82 0.10 -0.98
H 6.04 1.34 -4.64
H 4.28 1.24 -4.54
H 5.25 -0.23 -4.40
H 7.83 0.94 -2.32
H 7.10 -0.63 -1.97
H 7.19 0.59 -0.70
H 6.10 3.47 -2.54
H 5.44 3.17 -0.92
H 4.35 3.38 -2.29
*
```

# 2
This record from the Open Molecules 2025 dataset describes a structure of composition C40H43I2InN6O3S4. The level of theory is the ωB97M-V functional and the def2-TZVPD basis.

Output
Kohn-Sham gap, eV: 7.9432
LUMO level, eV: -5.614
F_max, eV/A: 0.5
Calculated total energy, eV: -121961.597

Structure (ORCA input):
```
! wB97M-V def2-TZVPD RIJCOSX def2/J DEFGRID3
* xyz 2 1
In 0.33 0.34 0.02
N -1.10 -0.93 1.00
S -1.39 -2.37 0.94
N -1.25 -3.14 -0.49
S -0.25 -4.18 -1.03
N 1.28 -3.91 -1.10
S 1.83 -2.42 -1.50
N 1.30 -1.34 -0.70
C 3.57 -2.69 -1.35
C 4.15 -3.95 -1.32
C 5.53 -4.04 -1.22
C 6.30 -2.88 -1.16
C 5.70 -1.63 -1.20
C 4.32 -1.52 -1.29
C 1.54 -2.28 -3.25
C 2.17 -3.13 -4.15
C 1.88 -3.02 -5.50
C 0.97 -2.06 -5.93
C 0.35 -1.21 -5.02
C 0.64 -1.31 -3.67
C -0.90 -4.53 -2.63
C -0.27 -5.54 -3.35
C -0.74 -5.84 -4.61
C -1.83 -5.15 -5.14
C -2.44 -4.15 -4.40
C -1.99 -3.83 -3.13
C -0.31 -5.72 -0.15
C -1.52 -6.40 -0.17
C -1.63 -7.59 0.53
C -0.54 -8.07 1.25
C 0.66 -7.37 1.25
C 0.79 -6.18 0.55
C -3.09 -2.68 1.33
C -3.89 -3.53 0.58
C -5.22 -3.69 0.94
C -5.73 -3.01 2.04
C -4.92 -2.16 2.78
C -3.59 -1.98 2.42
C -0.48 -3.36 2.11
C 0.88 -3.09 2.24
C 1.63 -3.83 3.13
C 1.03 -4.82 3.90
C -0.33 -5.08 3.76
C -1.10 -4.35 2.86
H 3.53 -4.84 -1.36
H 6.00 -5.01 -1.18
H 7.37 -2.96 -1.09
H 6.31 -0.74 -1.16
H 3.84 -0.55 -1.32
H 2.89 -3.87 -3.80
H 2.37 -3.66 -6.21
H 0.75 -1.97 -6.99
H -0.35 -0.46 -5.36
H 0.18 -0.64 -2.95
H 0.58 -6.07 -2.93
H -0.27 -6.63 -5.19
H -2.20 -5.40 -6.12
H -3.29 -3.61 -4.82
H -2.45 -3.04 -2.55
H -2.36 -6.03 -0.76
H -2.56 -8.14 0.52
H -0.62 -9.00 1.79
H 1.51 -7.76 1.81
H 1.71 -5.62 0.55
H -3.49 -4.04 -0.28
H -5.86 -4.34 0.36
H -6.77 -3.14 2.32
H -5.32 -1.63 3.63
H -2.95 -1.31 2.98
H 1.33 -2.32 1.62
H 2.69 -3.63 3.24
H 1.62 -5.38 4.61
H -0.79 -5.85 4.37
H -2.15 -4.56 2.76
N 1.81 0.72 1.67
C 1.26 1.00 3.02
C 0.45 2.29 3.03
C -0.89 2.23 2.32
N -0.73 2.17 0.84
H 2.42 -0.10 1.69
H 2.41 1.48 1.34
H 2.08 1.07 3.74
H 0.63 0.16 3.30
H 1.05 3.11 2.63
H 0.26 2.54 4.08
H -1.48 3.11 2.58
H -1.45 1.34 2.63
H -0.20 2.97 0.50
H -1.64 2.22 0.39
I -2.70 -0.02 -1.54
I -3.15 1.13 -3.90
C 2.21 3.01 -3.09
S 1.74 2.48 -1.49
O 0.54 1.57 -1.72
O 1.36 3.63 -0.70
O 2.80 1.67 -0.91
H 1.36 3.53 -3.54
H 2.49 2.14 -3.68
H 3.05 3.69 -2.98
*
```

# 3
This record from the Open Molecules 2025 dataset describes a structure of composition AsF6H22O11 at a distorted geometry. The level of theory is the ωB97M-V functional and the def2-TZVPD basis.

Output
Kohn-Sham gap, eV: 11.4332
LUMO level, eV: 2.197
F_max, eV/A: 2.4
Calculated total energy, eV: -100029.021

Structure (ORCA input):
```
! wB97M-V def2-TZVPD RIJCOSX def2/J DEFGRID3
* xyz -1 1
As -0.03 -0.42 -0.72
F -1.54 -1.34 -1.02
F -0.68 0.09 0.87
F 1.41 0.64 -0.38
F 0.62 -1.07 -2.31
F -0.90 1.02 -1.50
F 0.78 -1.78 0.14
O -1.47 -3.53 4.81
H -0.71 -2.97 4.94
H -2.04 -3.02 4.23
O -1.59 -1.15 -6.41
H -0.74 -1.20 -6.85
H -1.40 -1.40 -5.50
O -1.66 4.03 4.17
H -2.40 4.47 4.60
H -2.05 3.25 3.78
O 1.89 2.38 5.17
H 1.14 2.91 4.91
H 1.61 1.48 5.01
O 5.78 -1.03 -1.19
H 4.92 -0.69 -1.43
H 6.33 -0.25 -1.10
O -4.39 3.01 -3.55
H -4.06 3.91 -3.57
H -3.70 2.50 -3.13
O 0.05 -5.99 2.05
H 0.86 -5.58 1.75
H -0.16 -5.53 2.86
O 4.37 2.65 -3.43
H 4.09 3.10 -2.64
H 3.78 1.90 -3.50
O -0.13 3.53 -6.43
H -0.69 4.17 -5.98
H -0.39 2.69 -6.06
O -4.50 -1.98 1.94
H -3.88 -1.58 1.33
H -5.22 -1.35 1.98
O 2.01 -1.80 4.32
H 2.62 -2.53 4.42
H 2.07 -1.55 3.40
*
```

# 4
This record from the Open Molecules 2025 dataset describes a structure of composition C21H36CoN8P at a distorted geometry. The level of theory is the ωB97M-V functional and the def2-TZVPD basis.

Output
Kohn-Sham gap (alpha / beta), eV: 7.0726 / 7.0744
LUMO level (alpha / beta), eV: -13.553 / -13.551
F_max, eV/A: 1.3
Calculated total energy, eV: -81158.735

Structure (ORCA input):
```
! wB97M-V def2-TZVPD RIJCOSX def2/J DEFGRID3
* xyz 4 1
Co 0.47 -0.89 0.69
C 2.67 2.49 2.21
C 1.65 1.50 1.74
N 1.90 0.49 0.98
C 3.26 0.24 0.50
C 3.15 -0.79 -0.59
N 2.17 -1.82 -0.14
C 2.81 -2.74 0.84
C 1.73 -3.60 1.38
N 0.68 -2.72 1.93
C -0.59 -3.49 2.08
C -1.51 -3.08 0.95
N -1.40 -1.63 1.02
C -2.30 -0.90 1.57
C -3.69 -1.30 1.91
C -1.76 0.42 1.97
C -2.45 1.42 2.64
C -1.75 2.56 3.03
C -0.39 2.65 2.76
C 0.23 1.60 2.10
N -0.45 0.52 1.71
H 3.63 2.02 2.37
H 2.36 2.97 3.13
H 2.81 3.27 1.46
H 3.89 -0.10 1.33
H 3.73 1.14 0.11
H 4.12 -1.24 -0.79
H 2.79 -0.35 -1.52
H 1.92 -2.37 -0.96
H 3.27 -2.15 1.63
H 3.60 -3.33 0.37
H 2.10 -4.30 2.14
H 1.29 -4.20 0.58
H 0.97 -2.32 2.81
H -1.03 -3.26 3.05
H -0.40 -4.56 2.04
H -2.51 -3.47 1.11
H -1.16 -3.43 -0.02
H -4.04 -2.15 1.34
H -4.38 -0.47 1.74
H -3.77 -1.55 2.97
H -3.50 1.32 2.87
H -2.25 3.35 3.56
H 0.18 3.52 3.06
C -1.79 0.86 -4.07
N -2.14 1.70 -2.82
C -1.21 2.93 -2.80
N 0.15 2.51 -2.83
C 0.43 1.72 -4.03
N -0.41 0.52 -4.04
C -0.05 -0.47 -3.05
P -0.28 0.25 -1.34
C -2.01 0.90 -1.56
C 0.61 1.88 -1.61
H -2.03 1.47 -4.94
H -2.43 -0.03 -4.06
H -3.11 2.02 -2.90
H -1.44 3.51 -1.90
H -1.45 3.52 -3.68
H 1.48 1.43 -4.05
H 0.22 2.32 -4.91
H 1.00 -0.76 -3.18
H -0.66 -1.37 -3.16
H -2.29 1.53 -0.71
H -2.72 0.06 -1.60
H 1.68 1.69 -1.67
H 0.43 2.53 -0.75
*
```

# 5
This record from the Open Molecules 2025 dataset describes an isolated molecule of C21H21BrN4O3 at a distorted geometry. The level of theory is the ωB97M-V functional and the def2-TZVPD basis.

Output
SMILES: O=C(CCCCCNC(=O)c1ccccc1Br)N/N=C1\C(=O)Nc2ccccc21
Kohn-Sham gap, eV: 7.9433
LUMO level, eV: -0.225
F_max, eV/A: 1.2
Calculated total energy, eV: -104264.633

Structure (ORCA input):
```
! wB97M-V def2-TZVPD RIJCOSX def2/J DEFGRID3
* xyz 0 1
O 4.96 0.59 -0.62
C 3.84 0.38 -1.02
N 2.84 1.29 -0.76
N 1.60 1.09 -1.20
C 0.64 1.84 -0.78
C 0.70 2.94 0.23
N -0.60 3.35 0.41
C -1.47 2.63 -0.39
C -2.84 2.74 -0.51
C -3.48 1.91 -1.42
C -2.77 1.00 -2.19
C -1.39 0.88 -2.07
C -0.75 1.70 -1.16
H -0.83 0.18 -2.66
H -3.30 0.37 -2.89
H -4.55 1.98 -1.54
H -3.40 3.45 0.08
H -0.88 4.05 1.07
O 1.67 3.41 0.77
H 3.04 2.06 -0.12
C 3.42 -0.82 -1.83
H 4.32 -1.35 -2.13
H 2.89 -0.47 -2.72
C 2.50 -1.77 -1.05
C 3.13 -2.31 0.23
H 2.71 -3.30 0.45
C 2.94 -1.40 1.45
H 2.85 -0.37 1.14
H 3.82 -1.46 2.09
C 1.73 -1.76 2.31
N 0.45 -1.71 1.63
C -0.22 -0.56 1.46
O 0.24 0.53 1.74
C -1.66 -0.69 1.03
C -2.18 -1.53 0.05
C -3.54 -1.57 -0.22
C -4.40 -0.76 0.49
C -3.91 0.10 1.46
C -2.55 0.13 1.71
H -2.14 0.80 2.46
H -4.58 0.74 2.01
H -5.46 -0.80 0.29
H -3.91 -2.22 -0.99
Br -1.06 -2.63 -1.03
H 0.05 -2.59 1.34
H 1.85 -2.77 2.72
H 1.68 -1.04 3.14
H 4.20 -2.45 0.05
H 1.57 -1.24 -0.81
H 2.24 -2.59 -1.71
*
```

# 6
This record from the Open Molecules 2025 dataset describes an isolated molecule of C4H7NO at a distorted geometry. The level of theory is the ωB97M-V functional and the def2-TZVPD basis.

Output
SMILES: CO[C@@H](C)C#N
Kohn-Sham gap, eV: 11.2380
LUMO level, eV: 0.743
F_max, eV/A: 5.8
Calculated total energy, eV: -7796.524

Structure (ORCA input):
```
! wB97M-V def2-TZVPD RIJCOSX def2/J DEFGRID3
* xyz 0 1
C 2.19 -0.17 -0.16
C -1.71 -1.21 0.12
C 0.64 0.05 -0.39
C 0.37 1.44 0.28
N 3.27 -0.42 0.02
O -0.20 -1.02 0.14
H -2.36 -0.56 0.61
H -1.71 -2.19 0.53
H 0.60 0.13 -1.45
H -0.64 1.69 0.38
H 0.63 2.17 -0.42
H 0.83 1.45 1.22
H -1.92 -1.35 -0.88
*
```